Here is a structure of composition C37H55As3BN3O2SeZr in a non-equilibrium geometry from OMol25. Energies are from ωB97M-V/def2-TZVPD.

Geometry as ORCA input:
```
! wB97M-V def2-TZVPD RIJCOSX def2/J DEFGRID3
* xyz 0 1
Zr 1.067 0.740 -0.206
O 0.690 1.802 1.505
C 1.393 2.314 2.492
C 1.214 1.923 3.820
C 1.922 2.572 4.813
C 2.828 3.595 4.525
C 3.064 3.925 3.207
C 2.368 3.278 2.181
C 2.836 3.435 0.824
N 2.455 2.781 -0.216
C 3.367 2.865 -1.357
C 4.141 1.552 -1.296
N 3.103 0.543 -1.398
C 3.232 -0.476 -2.154
C 2.057 -1.145 -2.687
C 2.144 -2.424 -3.252
C 1.117 -2.915 -4.026
C 0.016 -2.096 -4.299
C -0.086 -0.828 -3.769
C 0.905 -0.355 -2.901
O 0.748 0.828 -2.299
H 0.537 1.113 4.043
H 1.776 2.266 5.841
H 3.360 4.093 5.322
H 3.808 4.669 2.950
H 3.679 4.127 0.712
H 4.026 3.738 -1.295
H 2.785 2.913 -2.281
H 4.644 1.494 -0.326
H 4.876 1.451 -2.100
H 4.211 -0.777 -2.537
H 3.031 -3.017 -3.067
H 1.163 -3.915 -4.429
H -0.783 -2.468 -4.926
H -0.948 -0.204 -3.959
C -0.515 4.273 -0.469
As -1.243 2.475 -0.667
C -1.840 2.638 -2.501
C -2.848 2.849 0.408
C -3.799 1.789 0.986
C -5.112 2.531 1.286
C -3.331 1.229 2.339
As -1.883 -0.104 2.451
C -2.945 -1.742 2.320
C -1.849 -0.092 4.413
C -4.042 0.651 -0.008
As -4.993 1.171 -1.669
C -6.790 0.585 -1.160
C -4.506 -0.420 -2.699
H -1.319 4.994 -0.638
H 0.279 4.435 -1.197
H -0.110 4.392 0.536
H -2.544 3.469 -2.582
H -2.319 1.725 -2.851
H -0.956 2.815 -3.111
H -3.416 3.484 -0.284
H -2.495 3.492 1.220
H -4.947 3.316 2.027
H -5.859 1.844 1.685
H -5.526 3.004 0.392
H -4.191 0.763 2.832
H -3.019 2.059 2.983
H -3.880 -1.619 2.870
H -2.365 -2.548 2.773
H -3.155 -2.019 1.291
H -2.833 -0.379 4.790
H -1.597 0.897 4.793
H -1.107 -0.804 4.773
H -4.611 -0.159 0.459
H -3.085 0.208 -0.313
H -7.246 1.306 -0.484
H -6.752 -0.393 -0.680
H -7.400 0.519 -2.061
H -3.425 -0.467 -2.824
H -4.973 -0.363 -3.682
H -4.817 -1.331 -2.189
C 4.135 -6.032 -1.087
C 3.799 -4.710 -0.458
C 2.584 -4.497 0.172
C 2.254 -3.284 0.763
C 0.939 -3.183 1.476
C 3.167 -2.221 0.703
Se 2.701 -0.540 1.517
C 4.427 -2.434 0.119
C 5.532 -1.418 0.127
C 4.711 -3.666 -0.462
H 3.337 -6.756 -0.934
H 5.050 -6.447 -0.665
H 4.290 -5.931 -2.163
H 1.864 -5.305 0.214
H 0.419 -4.140 1.440
H 0.290 -2.435 1.038
H 1.085 -2.893 2.519
H 5.165 -0.431 0.383
H 6.034 -1.384 -0.842
H 6.287 -1.678 0.872
H 5.685 -3.812 -0.917
B -2.209 -2.837 -1.299
C -1.195 -1.703 -0.851
N -0.448 -0.880 -0.512
H -1.788 -3.859 -0.805
H -3.291 -2.531 -0.854
H -2.208 -2.865 -2.506
*
```

Output
max |F|: 0.0204 hartree/bohr
LUMO level: -0.4 eV
orbital gap: 7.2 eV
E: -10938.41715 Ha

Here are the Löwdin charges for atoms 1 to 6, given in e: number 1, Zr, carries 1.448; number 2, O, carries -0.438; number 3, C, carries -0.397; number 4, C, carries -0.013; number 5, C, carries -0.058; number 6, C, carries -0.085